[1]
Molecular formula: C23H64O9
Method: DFT, ωB97M-V with the def2-TZVPD basis set

```
96
Properties=species:S:1:pos:R:3:mulliken_charge:R:1
C -2.18865 -10.32158 -16.53588 -1.265
C -2.94907 -11.55143 -17.18674 0.453
C -4.36533 -11.22477 -17.58563 -1.210
O -2.38679 -12.07734 -18.38413 -0.565
H -2.81617 -9.81591 -15.80198 0.344
H -1.86786 -9.58625 -17.27377 0.252
H -1.38946 -10.74919 -15.93044 0.424
H -3.06154 -12.31432 -16.41639 0.258
H -4.83542 -10.67941 -16.76727 0.329
H -4.95447 -12.12490 -17.76105 0.486
H -4.57175 -10.64885 -18.48775 0.110
H -1.44369 -12.01527 -18.21587 0.333
C -11.77366 -11.59887 -17.65825 -0.930
C -12.37417 -12.95542 -17.14413 0.456
C -11.87741 -14.05266 -18.05976 -1.423
O -12.04100 -13.30535 -15.76412 -0.609
H -10.69532 -11.65751 -17.51050 0.156
H -12.11109 -10.75926 -17.05053 0.243
H -12.03915 -11.58191 -18.71528 0.521
H -13.45944 -12.89322 -17.22418 0.253
H -10.96782 -14.47385 -17.63155 0.332
H -11.80471 -13.85967 -19.13007 0.349
H -12.64621 -14.82515 -18.04228 0.372
H -12.20627 -12.56383 -15.17721 0.292
C -7.59751 -9.80821 -23.78928 -1.293
C -6.66131 -8.59465 -23.82000 1.357
C -5.66711 -8.64623 -25.03145 -1.373
O -7.41318 -7.41510 -23.69865 -0.413
H -7.13327 -10.79089 -23.70612 0.389
H -8.35890 -9.87506 -24.56641 0.393
H -8.16898 -9.74408 -22.86332 0.133
H -6.16857 -8.64754 -22.84917 -0.492
H -4.95646 -9.46160 -24.89641 0.361
H -5.08386 -7.72862 -24.95461 0.433
H -6.21679 -8.62693 -25.97252 0.327
H -6.88808 -6.63438 -23.88927 0.235
C -7.35544 -2.93562 -17.96086 -1.463
C -8.30095 -4.03033 -18.55190 0.888
C -8.18384 -4.09729 -20.04861 -1.199
O -7.92401 -5.29887 -18.05308 -0.465
H -7.74839 -2.02694 -18.41690 0.406
H -6.35543 -3.02775 -18.38464 0.312
H -7.22419 -2.91506 -16.87899 0.358
H -9.33222 -3.86271 -18.24128 0.233
H -8.53518 -3.20296 -20.56323 0.496
H -8.79295 -4.88310 -20.49537 0.027
H -7.16402 -4.21121 -20.41619 0.279
H -8.32189 -6.00120 -18.57273 0.077
C -2.75377 -7.62614 -18.79649 -1.497
C -4.22255 -7.25463 -18.91677 0.647
C -4.84208 -7.63692 -20.31340 -1.390
O -4.90715 -8.00254 -17.94129 -0.551
H -2.05033 -7.06259 -19.40941 0.438
H -2.68398 -8.68929 -19.02657 0.206
H -2.45499 -7.47272 -17.75953 0.392
H -4.38506 -6.19313 -18.72992 0.298
H -4.21275 -7.34256 -21.15328 0.551
H -5.78570 -7.12593 -20.50463 0.299
H -4.91067 -8.71697 -20.44340 0.238
H -5.26231 -7.42752 -17.25950 0.223
C -10.92292 -5.91856 -15.52523 -1.457
C -10.62740 -7.39084 -15.53820 0.794
O -11.83637 -8.11975 -15.44317 -0.612
H -10.11573 -5.18610 -15.51905 0.285
H -11.55914 -5.71957 -14.66283 0.396
H -11.56488 -5.68425 -16.37439 0.347
H -10.09127 -7.61147 -14.61519 0.150
H -10.05141 -7.78781 -16.37412 -0.242
H -11.67031 -9.04175 -15.65278 0.295
C -11.33402 -7.97177 -21.83460 -1.116
C -10.48484 -6.71213 -22.17598 0.199
O -10.33038 -6.72336 -23.57518 -0.600
H -12.24323 -7.91894 -22.43348 0.399
H -11.59803 -7.95118 -20.77726 0.374
H -10.92069 -8.91823 -22.18313 0.218
H -9.50437 -6.71412 -21.69978 -0.140
H -10.97194 -5.80845 -21.80966 0.357
H -9.65120 -7.39264 -23.68649 0.315
C -9.63117 -10.71769 -14.70056 -0.460
C -10.75632 -10.54743 -13.68527 -0.395
O -12.00886 -10.70525 -14.33888 -0.527
H -9.69035 -9.86411 -15.37583 -0.112
H -9.73284 -11.70685 -15.14702 0.235
H -8.65568 -10.74975 -14.21529 0.425
H -10.73386 -9.56727 -13.20895 0.286
H -10.67596 -11.30332 -12.90407 0.345
H -12.67560 -10.06908 -14.06987 0.296
C -9.45237 -9.54290 -19.24473 -0.342
C -7.98110 -9.44634 -19.23164 0.350
O -7.61299 -8.28151 -18.58357 -0.182
H -9.86764 -8.70966 -19.81161 -0.380
H -9.81305 -9.45696 -18.21973 -0.235
H -9.94187 -10.37583 -19.74945 0.511
H -7.60742 -9.52694 -20.25241 -0.003
H -7.49397 -10.20506 -18.61913 0.269
H -6.69249 -8.33019 -18.31544 0.136
```

Computed properties:
Gap between HOMO and LUMO   10.22 eV
Net charge   0
Structure (SMILES)   CC(C)O.CC(C)O.CC(C)O.CC(C)O.CC(C)O.CCO.CCO.CCO.CCO
HOMO level   -9.736 eV
Total energy   -1591.753274 hartree
E_LUMO   0.5 eV
ΔE to the lowest compared entry with this formula, charge and spin   48.7 kcal per mole

[2]
Molecular formula: HNO3S
Method: DFT, ωB97M-V with the def2-TZVPD basis set

```
6
Properties=species:S:1:pos:R:3:mulliken_charge:R:1
N 1.04405 0.29499 0.01728 0.923
O 0.49264 0.84172 -0.89424 -0.445
O 2.03919 0.27475 0.59387 -0.445
O -0.35781 -1.16801 0.60119 -0.411
S -1.31621 -0.70811 -0.44843 0.204
H -1.90185 0.46465 0.13033 0.173
```

Computed properties:
Gap between HOMO and LUMO (alpha / beta)   8.33 / 8.27 eV
Net charge   0
HOMO level (alpha / beta)   -9.356 / -8.992 eV
Total energy   -679.059346 hartree
E_LUMO (alpha / beta)   -1.0 / -0.7 eV
ΔE to the lowest compared entry with this formula, charge and spin   58.1 kcal per mole

[3]
Molecular formula: C52H57BrCrN2OP2S2
Method: DFT, ωB97M-V with the def2-TZVPD basis set

```
118
Properties=species:S:1:pos:R:3:mulliken_charge:R:1
Cr 0.32302 -0.34887 0.20092 -0.364
C 7.16000 1.58327 2.23390 -2.129
C 7.11062 0.77953 0.93445 1.946
C 7.86436 -0.53905 1.15371 -1.619
C 7.80823 1.58824 -0.16900 -1.570
C 5.67707 0.49018 0.49633 -0.228
C 4.57523 1.00252 1.15695 -0.100
C 3.31641 0.70712 0.66738 0.180
Br 1.78653 1.37368 1.58536 -0.057
C 3.06251 -0.05694 -0.45882 -0.375
O 1.80035 -0.24423 -0.88458 0.194
C 4.18185 -0.61540 -1.12309 -0.885
C 5.43955 -0.31412 -0.62313 -0.416
C 4.00517 -1.52476 -2.33568 2.614
C 5.33754 -2.04502 -2.87935 -2.451
C 3.17868 -2.75724 -1.92629 -1.403
C 3.34296 -0.72592 -3.46916 -1.504
H 8.19890 1.74371 2.52397 0.428
H 6.66305 1.05851 3.05222 0.422
H 6.69851 2.56600 2.12025 0.378
H 8.86980 -0.33400 1.52518 0.470
H 7.96773 -1.10883 0.22963 0.324
H 7.35180 -1.16723 1.88415 0.358
H 8.84292 1.79546 0.11085 0.456
H 7.30060 2.54018 -0.33399 0.347
H 7.81802 1.04285 -1.11376 0.321
H 4.67403 1.61362 2.04171 0.583
H 6.29803 -0.73487 -1.12559 0.398
H 5.87357 -2.64886 -2.14491 0.440
H 5.98922 -1.23464 -3.20960 0.445
H 5.13998 -2.67853 -3.74560 0.459
H 3.76107 -3.38654 -1.25090 0.413
H 2.93205 -3.35413 -2.80895 0.430
H 2.25834 -2.48604 -1.41451 -0.204
H 4.02274 0.05384 -3.81783 0.432
H 2.42139 -0.24673 -3.15048 0.065
H 3.12732 -1.38330 -4.31489 0.439
C -4.94648 5.71375 0.33435 -0.699
S -5.53433 4.93237 1.84734 -0.132
C -5.39763 3.19814 1.36571 -1.036
C -3.95944 2.71179 1.24403 0.896
C -3.92341 1.25890 0.78974 -1.400
N -2.57922 0.69488 0.59111 0.746
P -1.51000 0.12988 1.78324 1.764
C -1.47489 1.44749 3.03315 1.503
C -2.11108 1.33789 4.26817 -0.805
C -2.20170 2.44081 5.10647 -0.872
C -1.67032 3.65997 4.71597 -0.661
C -1.05288 3.78291 3.47855 -1.176
C -0.96331 2.68582 2.64125 -0.489
C -2.21751 -1.31598 2.61495 0.355
C -1.55722 -1.84109 3.72846 -0.405
C -1.97125 -3.03862 4.28449 -0.782
C -3.03924 -3.73510 3.73204 -0.722
C -3.68827 -3.23099 2.61760 -0.877
C -3.27370 -2.02974 2.05850 -0.448
P -1.61683 0.72487 -0.81740 0.298
C -1.83020 2.34298 -1.58020 0.802
C -3.04980 2.77594 -2.10778 0.044
C -3.17336 4.06375 -2.59921 -0.943
C -2.08098 4.92462 -2.57242 -0.739
C -0.86696 4.49901 -2.05792 -0.751
C -0.74104 3.20948 -1.56035 -0.589
C -2.34743 -0.55138 -1.96384 2.272
C -2.68962 -0.17868 -3.39539 -1.095
C -3.14066 -1.19978 -4.11195 -1.293
C -3.25997 -2.50182 -3.35668 0.276
C -4.04512 -2.24141 -2.10463 -1.360
C -3.56150 -1.24725 -1.37787 -1.113
H -5.02617 6.78928 0.48054 0.422
H -5.56997 5.43234 -0.51466 0.217
H -3.90481 5.47267 0.12639 0.121
H -5.95007 3.04507 0.43342 0.434
H -5.92371 2.63540 2.13997 0.428
H -3.46952 2.82315 2.20954 0.066
H -3.41333 3.33689 0.53542 -0.173
H -4.47098 1.15976 -0.15181 0.461
H -4.44850 0.63352 1.52029 0.612
H -2.55463 0.40206 4.57598 0.417
H -2.70045 2.34671 6.06178 0.455
H -1.75088 4.51942 5.36798 0.442
H -0.65614 4.73787 3.16045 0.480
H -0.53559 2.81125 1.65311 0.250
H -0.70404 -1.32587 4.15115 0.498
H -1.45412 -3.43349 5.14912 0.487
H -3.35786 -4.67208 4.16958 0.416
H -4.51532 -3.77215 2.17681 0.475
H -3.77417 -1.65965 1.17744 0.198
H -3.90240 2.10657 -2.13871 0.428
H -4.11817 4.39814 -3.00709 0.508
H -2.17992 5.92956 -2.96111 0.428
H -0.01684 5.16781 -2.04530 0.496
H 0.20825 2.87092 -1.15766 0.203
H -2.48501 0.80121 -3.80229 0.566
H -3.36896 -1.14057 -5.16719 0.421
H -3.66102 -3.31165 -3.96220 0.833
H -4.90205 -2.83860 -1.82436 0.466
H -4.00079 -0.92828 -0.45107 0.543
C -0.07333 -1.10115 -3.00433 -2.130
C -1.19832 -1.64948 -2.12738 -0.373
C -1.81494 -2.87543 -2.84418 -0.257
C -1.86815 -4.11051 -2.02447 -1.402
C -1.32825 -4.22415 -0.80164 0.911
C -1.40017 -5.45253 -0.03292 -1.421
C -0.80753 -5.54238 1.16720 -0.856
C -0.06740 -4.42817 1.70469 -0.686
C 0.04007 -3.24399 1.05763 1.093
S 0.98010 -1.90295 1.69074 -0.616
C -0.64264 -3.06348 -0.21951 -0.228
N -0.61392 -1.89269 -0.78525 1.798
H -0.39789 -1.04716 -4.04110 0.819
H 0.78938 -1.75866 -2.94117 0.631
H 0.24962 -0.10759 -2.69091 -0.131
H -1.21289 -3.10147 -3.73091 0.624
H -2.37438 -4.96717 -2.46067 0.427
H -1.93732 -6.28554 -0.46798 0.423
H -0.85439 -6.45495 1.74515 0.462
H 0.43572 -4.55461 2.65526 0.506
```

Computed properties:
Gap between HOMO and LUMO (alpha / beta)   6.34 / 6.40 eV
Net charge   +1
<S²>   0.7708
HOMO level (alpha / beta)   -9.772 / -9.783 eV
Total energy   -7297.878777 hartree
Multiplicity   2
E_LUMO (alpha / beta)   -3.4 / -3.4 eV